Entry 1:
14
Properties=species:S:1:pos:R:3:forces:R:3:lowdin_charge:R:1 method="wB97M-V/def2-TZVPD" total_charge=0 energy_ev=-8832.9708 e_above_lowest_kj_mol=311.84 homo_energy_ev=-7.25 orbital_gap_ev=7.50
C -0.2301 1.0834 -0.0068 -0.5699 0.1415 -0.0438 -0.09
H -0.6099 -0.8048 -2.2979 0.0594 0.0557 0.1812 0.08
H 0.0505 -2.2526 0.6187 0.0922 0.0137 -0.3102 0.15
H -0.0119 2.0005 -0.5389 -0.2865 -0.1152 -0.0271 0.11
H 0.9229 0.0481 -2.4899 -0.1059 -0.1137 0.1090 0.08
C -0.5740 1.1658 1.2996 -0.2219 1.1148 0.0032 -0.29
C 0.3936 -0.6894 -1.8784 -0.0552 0.0918 0.0928 -0.05
C -0.0515 -1.1627 0.6397 0.1137 0.1441 0.4311 -0.11
H 1.3971 0.0090 -0.0883 0.7353 -0.8856 -0.2454 0.16
H 0.9242 -1.6442 -1.9863 -0.0985 0.1863 0.1010 0.08
H -1.2377 1.3646 3.1244 -0.3977 0.0858 0.0514 0.06
C 0.3772 -0.2216 -0.4219 0.3020 0.3280 0.1486 -0.36
O -0.4825 -0.6534 1.6693 -0.0789 -0.8915 -0.2870 0.07
N -0.8290 1.8062 2.3227 0.5119 -0.1556 -0.2047 0.12

Entry 2:
14
Properties=species:S:1:pos:R:3:forces:R:3:lowdin_charge:R:1 method="wB97M-V/def2-TZVPD" total_charge=0 energy_ev=-8831.1195 e_above_lowest_kj_mol=490.47 homo_energy_ev=-8.67 orbital_gap_ev=9.35
H -2.0456 -0.8512 -0.3236 0.2312 0.0879 -0.0734 0.13
H 0.7740 1.2892 -1.3059 0.1205 0.2542 0.0486 0.12
O -1.6296 1.4197 1.3709 0.2841 -0.2840 -0.3015 0.11
H 1.9866 0.0506 -0.8310 -0.1393 0.2430 0.0596 0.12
C 0.5921 -1.1055 0.7726 0.1196 0.0937 -1.5452 0.06
H -0.0934 -1.6909 0.1272 -0.7667 -1.1416 2.1309 0.08
H 1.6299 -1.4392 0.6947 -0.2192 -0.1592 -0.1873 0.08
C -1.2829 -0.0974 -0.5548 0.0599 -0.0433 -0.0353 -0.13
H 1.1099 0.9919 1.5643 -0.1484 -0.2351 -0.0447 0.15
N 0.0191 -0.6884 -0.9653 0.4389 0.3494 -0.1141 -0.07
C 0.5558 0.4371 0.8050 -0.0924 0.2183 0.0860 -0.21
H -1.6647 0.5383 -1.3631 0.1148 -0.0796 0.1116 0.13
C 0.9670 0.4139 -0.6764 0.1955 0.5595 -0.2282 -0.19
C -0.9183 0.7319 0.6855 -0.1985 0.1368 0.0929 -0.38

Entry 3:
14
Properties=species:S:1:pos:R:3:forces:R:3:lowdin_charge:R:1 method="wB97M-V/def2-TZVPD" total_charge=0 energy_ev=-8833.1420 e_above_lowest_kj_mol=295.33 homo_energy_ev=-10.23 orbital_gap_ev=9.71
C 0.1437 0.3925 0.8053 -0.1692 -0.2563 0.1375 -0.15
H -0.8096 -2.7093 -0.3247 -0.0390 0.1277 0.0066 0.12
H -0.8492 1.2661 -0.8866 0.0102 -0.0022 0.1577 0.09
N 2.0899 -0.2513 -1.3060 -0.2162 1.0176 0.5610 0.02
H -0.4149 2.4304 0.3999 -0.0363 -0.2115 -0.0086 0.08
C 0.0832 -0.9416 0.6202 -0.4273 0.1524 0.5798 -0.15
H 0.8057 -1.5806 1.1262 -0.1104 0.0419 -0.0579 0.11
C 2.3512 0.8948 -1.1657 0.3795 -0.6630 -0.6379 -0.04
H 0.9495 0.7725 1.4346 -0.1103 -0.1275 -0.0909 0.11
H -1.7628 1.2694 0.6021 0.0126 0.1098 -0.1025 0.09
C -0.9430 -1.6141 -0.2007 -0.2934 0.1536 -0.0095 -0.26
C -0.7573 1.4132 0.1946 0.0092 -0.0147 0.0513 -0.08
H 1.3672 -0.7447 -0.7507 0.6566 -0.0679 -0.6911 0.01
O -1.8846 -1.0465 -0.7153 0.3340 -0.2599 0.1043 0.04